Entry 1:
Entry from the OMol25 dataset: a structure of composition C14H32AsF6O22S6 (ωB97M-V with the def2-TZVPD basis set).

The LUMO energy (spin up / spin down) comes out at -1.92 / -8.92 eV. The spin multiplicity is 2. As for the expectation value of S²: 0.76. The HOMO-LUMO gap (spin up / spin down) is 8.7 / 1.7 eV. Its HOMO energy (spin up / spin down) is -10.65 / -10.65 eV.

Last column: Löwdin charge in e.
Geometry (Å):
As  -17.68  -20.89  -1.42  0.885
F  -16.47  -21.62  -2.50  -0.280
F  -18.17  -22.43  -0.79  -0.224
F  -18.57  -19.96  -0.19  -0.268
F  -17.06  -19.35  -2.09  -0.290
F  -18.99  -20.87  -2.60  -0.238
F  -16.28  -20.76  -0.21  -0.333
O  -15.00  -23.89  -6.82  -0.292
S  -15.71  -23.61  -5.60  0.659
O  -16.56  -22.47  -5.50  -0.267
O  -16.72  -24.98  -5.15  -0.271
C  -16.82  -26.01  -6.13  -0.297
C  -17.92  -27.02  -5.76  -0.061
C  -14.54  -23.64  -4.25  -0.133
H  -15.81  -26.42  -6.00  0.112
H  -17.01  -25.65  -7.14  0.116
H  -18.90  -26.54  -5.81  0.079
H  -17.76  -27.40  -4.76  0.071
H  -17.86  -27.93  -6.36  0.076
H  -13.97  -24.57  -4.22  0.074
H  -15.18  -23.54  -3.37  0.050
H  -13.71  -22.96  -4.42  0.070
O  -22.36  -23.33  2.23  -0.292
S  -21.62  -22.12  2.44  0.674
O  -21.99  -21.29  3.56  -0.284
O  -20.02  -22.46  2.56  -0.254
C  -19.37  -23.33  1.80  -0.350
C  -17.84  -23.09  2.03  -0.061
C  -21.60  -21.14  0.79  -0.069
H  -19.82  -23.23  0.81  0.098
H  -19.46  -24.37  2.11  0.123
H  -17.32  -23.72  1.31  0.073
H  -17.67  -23.35  3.07  0.080
H  -17.53  -22.06  1.90  0.062
H  -20.94  -20.30  0.99  0.050
H  -22.62  -20.90  0.48  0.069
H  -21.03  -21.73  0.07  0.041
C  -19.64  -18.16  -4.41  -0.192
C  -20.14  -17.90  -3.03  -0.230
O  -21.10  -16.92  -3.20  -0.176
S  -20.50  -15.79  -4.17  0.739
O  -19.41  -15.04  -3.57  -0.246
O  -21.56  -15.03  -4.88  -0.245
O  -19.91  -16.99  -5.14  -0.204
H  -20.05  -18.95  -5.03  0.136
H  -18.57  -18.29  -4.57  0.132
H  -19.31  -17.50  -2.45  0.107
H  -20.50  -18.70  -2.39  0.135
C  -13.32  -19.99  -1.40  -0.021
C  -13.03  -21.50  -1.08  -0.087
O  -11.86  -21.59  -1.84  -0.090
S  -10.78  -20.33  -1.53  0.770
O  -9.99  -20.07  -2.72  -0.149
O  -10.16  -20.46  -0.24  -0.124
O  -12.04  -19.29  -1.39  -0.065
H  -14.18  -19.64  -0.82  0.128
H  -13.56  -19.87  -2.46  0.181
H  -13.77  -22.23  -1.39  0.144
H  -12.88  -21.79  -0.04  0.144
C  -17.13  -16.63  0.07  -0.189
C  -15.54  -16.64  -0.06  -0.220
O  -15.01  -15.44  0.32  -0.199
S  -16.11  -14.64  1.28  0.750
O  -16.03  -13.20  1.07  -0.226
O  -16.10  -15.17  2.60  -0.220
O  -17.36  -15.29  0.31  -0.190
H  -17.52  -17.24  0.88  0.125
H  -17.56  -17.03  -0.85  0.107
H  -15.28  -16.60  -1.11  0.128
H  -15.11  -17.51  0.44  0.115
C  -14.40  -22.92  2.18  -0.181
C  -12.92  -23.07  2.58  -0.210
O  -12.37  -24.22  2.04  -0.185
S  -13.33  -24.85  0.83  0.800
O  -13.91  -26.05  1.46  -0.228
O  -12.51  -24.97  -0.41  -0.252
O  -14.40  -23.52  0.91  -0.236
H  -14.79  -21.93  1.93  0.135
H  -15.02  -23.38  2.95  0.131
H  -12.87  -23.04  3.67  0.141
H  -12.27  -22.28  2.21  0.121


Entry 2:
Entry from the OMol25 dataset: a cluster of 3 separate species, C11H31N2O6P in total (ωB97M-V with the def2-TZVPD basis set).

Its SMILES is CCN[PH3]CON=O.COCCOC.COCCOC. The LUMO energy comes out at -0.18 eV. The HOMO-LUMO gap is 8.6 eV. Its HOMO energy is -8.74 eV.

Last column: natural (NBO) charge in e.
Geometry (Å):
C  6.16  -1.01  -1.37  -0.630
C  5.79  0.42  -1.77  -0.231
N  4.66  0.56  -2.67  -0.959
P  3.03  0.40  -2.01  0.943
C  1.26  0.36  -1.24  -0.428
O  0.22  -0.03  -2.17  -0.446
N  0.56  -1.17  -2.96  0.389
O  0.53  -2.15  -2.34  -0.249
H  5.29  -1.62  -1.12  0.201
H  6.71  -1.51  -2.17  0.204
H  6.81  -1.00  -0.49  0.212
H  6.67  0.87  -2.24  0.193
H  5.60  1.02  -0.87  0.187
H  4.79  0.00  -3.51  0.363
H  3.16  -0.97  -1.68  -0.059
H  3.37  1.40  -1.07  -0.043
H  2.50  0.80  -3.25  -0.028
H  0.97  1.34  -0.87  0.209
H  1.28  -0.35  -0.40  0.170
C  -5.57  -3.70  -2.29  -0.254
O  -5.47  -2.31  -2.04  -0.551
C  -5.50  -1.98  -0.66  -0.087
C  -4.11  -1.72  -0.11  -0.089
O  -3.30  -2.88  -0.13  -0.553
C  -2.39  -2.92  -1.22  -0.258
H  -5.31  -3.86  -3.34  0.190
H  -4.89  -4.27  -1.66  0.179
H  -6.59  -4.06  -2.12  0.166
H  -5.98  -2.77  -0.09  0.172
H  -6.09  -1.06  -0.56  0.184
H  -4.20  -1.40  0.93  0.181
H  -3.63  -0.91  -0.67  0.175
H  -1.57  -2.23  -1.06  0.174
H  -2.89  -2.68  -2.16  0.178
H  -2.00  -3.94  -1.27  0.190
C  1.69  3.77  2.91  -0.254
O  1.09  2.64  2.31  -0.554
C  0.76  1.62  3.24  -0.088
C  -0.71  1.64  3.60  -0.088
O  -1.07  2.82  4.29  -0.551
C  -1.70  3.79  3.47  -0.254
H  1.67  4.58  2.17  0.190
H  1.15  4.09  3.80  0.181
H  2.74  3.56  3.17  0.167
H  1.37  1.71  4.15  0.174
H  0.99  0.66  2.77  0.183
H  -0.92  0.79  4.26  0.186
H  -1.32  1.52  2.70  0.174
H  -2.73  3.49  3.24  0.167
H  -1.16  3.95  2.54  0.178
H  -1.73  4.72  4.03  0.191


Entry 3:
Entry from the OMol25 dataset: the molecule C14H10N2OS2 (ωB97M-V with the def2-TZVPD basis set).

Its SMILES is O=c1sn(-c2ccccc2)c(=S)n1-c1ccccc1. The LUMO energy comes out at -0.11 eV. The HOMO-LUMO gap is 8.2 eV. Its relative energy (zero: lowest compared OMol25 entry of this formula, charge and spin) is 0.5688 eV. Its HOMO energy is -8.30 eV.

Last column: natural (NBO) charge in e.
Geometry (Å):
O  2.47  -2.23  0.46  -0.561
S  -0.22  1.82  0.42  -0.127
S  -0.11  -2.39  0.76  0.483
C  1.39  -1.68  0.25  0.483
C  0.02  0.17  0.27  0.273
C  -4.85  -0.36  1.96  -0.182
C  4.23  1.44  -2.64  -0.178
C  -4.07  -1.37  2.63  -0.220
C  -4.34  0.59  1.03  -0.226
C  2.83  1.57  -2.96  -0.214
C  4.67  0.78  -1.44  -0.218
C  -2.85  -1.54  2.17  -0.235
C  -2.99  0.31  0.66  -0.179
C  1.90  1.00  -2.07  -0.186
C  3.72  0.17  -0.65  -0.190
C  -2.20  -0.68  1.30  0.125
C  2.30  0.32  -0.88  0.143
N  -0.81  -0.82  0.91  -0.549
N  1.25  -0.39  -0.17  -0.477
H  -6.01  -0.18  2.03  0.218
H  4.96  1.99  -3.17  0.208
H  -4.59  -2.22  3.19  0.231
H  -4.76  1.46  0.57  0.231
H  2.54  2.20  -3.74  0.218
H  5.69  0.89  -1.07  0.225
H  -2.46  -2.49  2.37  0.218
H  -2.63  0.91  -0.15  0.231
H  0.86  1.00  -2.29  0.221
H  4.08  -0.27  0.26  0.235


Table of electronic energy (Ha), in record order: -7431.6675 -1339.7224 -1520.5415